Entry 1:
ORCA calculation (ωB97M-V/def2-TZVPD) on the molecule C23H27BrN4O4.

The geometry in ORCA input format:
```
! wB97M-V def2-TZVPD RIJCOSX def2/J DEFGRID3
* xyz 0 1
C 4.2165 0.4697 -1.4644
H -2.9785 1.8955 3.1126
O 1.4383 -3.2255 -1.5500
N -1.0003 2.9562 1.3569
C -2.6269 -2.6739 0.8985
H 2.7713 -1.6256 -1.2839
C -0.7259 -6.3366 -2.1856
H -1.8640 1.4872 -0.6431
C -2.7077 1.9322 -0.1218
C -0.4673 4.1852 1.9214
C 0.5983 -2.5228 -0.9877
H 0.9381 5.7267 1.2998
C -3.1392 -3.9093 0.5187
H -3.0630 3.4787 1.3472
O -1.7603 -6.9287 -1.9965
H 5.9284 1.6997 -1.7941
C -1.4141 -2.2328 0.4258
N 2.2306 -0.8068 -1.0187
H -3.1465 1.1862 0.5353
H 1.3417 1.4721 0.0021
C 2.4408 3.9713 0.2357
H -1.0416 -1.2715 0.7365
H -0.4143 5.4889 0.1681
H 0.4957 -4.7146 -1.8828
C -0.6633 -3.0217 -0.4577
C 3.0358 2.7421 -0.3836
H -4.0951 -4.2413 0.8937
H -1.8038 1.0293 4.0929
H 0.5893 3.2898 -0.2908
Br -3.6095 -1.5734 2.0961
N 1.1049 4.0800 0.0701
C -2.4101 -4.7113 -0.3288
H 0.0451 1.7372 2.6438
H -1.2453 4.8229 2.3691
H 0.2480 3.9193 2.7024
H -3.4599 2.2190 -0.8528
H -2.7908 -5.6764 -0.6197
C 4.9192 1.6594 -1.4129
O 0.0550 -0.1702 -0.7145
H 0.5893 -6.1698 -3.8687
C -2.2601 3.1635 0.6587
N -0.4157 -5.1096 -1.6455
H -1.7710 2.7942 4.0419
C 0.9063 -1.0229 -0.8745
C 0.3969 -6.8590 -3.0491
H -2.0970 3.9836 -0.0460
H 1.3059 -6.9587 -2.4599
C -0.9796 1.8268 2.2682
C 0.2857 4.9832 0.8393
C -1.1634 -4.3047 -0.8185
H -1.1932 0.9323 1.6810
C -1.9467 1.8963 3.4535
H 4.6709 -0.4168 -1.8836
C 2.9158 0.4113 -0.9687
H 4.8752 3.7259 -0.8189
O 3.1232 4.8083 0.7962
C 4.3362 2.7930 -0.8735
H 0.1199 -7.8287 -3.4518
C 2.3316 1.5456 -0.4175
*
```

Calculated values
Relative energy (zero: lowest compared OMol25 entry of this formula, charge and spin): 0.000 eV
Calculated total energy: -3986.7136 Ha
SMILES: CCN(CC)CCNC(=O)c1cccc(NC(=O)C(=O)c2cc(Br)ccc2NC(C)=O)c1
HOMO level: -8.5 eV
Lowest unoccupied orbital energy: -0.041 Ha

In elementary charge units, the Mulliken charges are: -0.717 0.271 -0.842 0.932 -0.154 0.194 0.754 0.143 -1.002 -0.862 0.979 0.511 -0.646 0.410 -0.614 0.386 0.019 0.037 0.152 0.155 0.326 0.230 0.380 0.285 -0.027 0.576 0.438 0.435 0.178 -0.210 -0.104 -0.679 0.610 0.296 0.521 0.451 0.554 -0.712 -0.609 0.325 -0.689 -0.183 0.318 0.342 -1.321 0.417 0.326 -0.184 -1.208 0.341 -0.469 -1.409 0.404 0.188 0.481 -0.682 -0.700 0.357 0.300

***

Entry 2:
ORCA calculation (ωB97M-V/def2-TZVPD) on the molecule C4H5NOS2 in a non-equilibrium geometry.

The geometry in ORCA input format:
```
! wB97M-V def2-TZVPD RIJCOSX def2/J DEFGRID3
* xyz 0 1
C -0.9631 0.4079 0.0063
C -0.4628 1.8352 -0.0083
H -0.4561 -2.1868 -0.9351
C 0.0693 -1.8164 -0.0233
H -0.7633 2.4720 -0.7920
H -0.4625 -2.1093 0.9006
S 2.8435 -0.1440 -0.0310
H -0.7915 2.2607 0.9666
N 0.1624 -0.3734 0.0272
O 0.9855 1.6531 -0.0685
C 1.3069 0.3632 0.0218
S -2.5102 -0.1216 -0.0425
H 1.0419 -2.2405 -0.0219
*
```

Calculated values
Relative energy (zero: lowest compared OMol25 entry of this formula, charge and spin): 0.201 eV
Calculated total energy: -1081.7859 Ha
SMILES: CN1C(=S)COC1=S
HOMO level: -9.1 eV
Lowest unoccupied orbital energy: -0.019 Ha

In elementary charge units, the Mulliken charges are: 0.121 -0.303 0.306 -0.929 0.319 0.343 -0.368 0.248 0.091 -0.341 0.450 -0.274 0.338

***

Entry 3:
ORCA calculation (ωB97M-V/def2-TZVPD) on C4H6OS as an isolated structure in a non-equilibrium geometry.

The geometry in ORCA input format:
```
! wB97M-V def2-TZVPD RIJCOSX def2/J DEFGRID3
* xyz 0 1
C -1.3401 0.1342 0.7367
H -1.6922 -0.4482 1.6277
H -0.0178 -0.7683 -2.0748
S 3.0713 0.5368 -0.4139
H -1.9928 1.5735 1.5425
C 2.0725 -0.5508 -0.9777
H -1.8656 -0.5304 -0.1114
C 0.4647 -0.4716 -0.7549
C 0.0510 0.0158 0.3854
O -2.0810 1.2695 0.6706
H 0.9901 0.4784 1.1285
H 2.3400 -1.2389 -1.7586
*
```

Calculated values
Relative energy (zero: lowest compared OMol25 entry of this formula, charge and spin): 4.881 eV
Calculated total energy: -629.2678 Ha
HOMO level: -8.8 eV
Lowest unoccupied orbital energy: -0.019 Ha

In elementary charge units, the Mulliken charges are: -0.645 0.360 0.177 -0.243 0.300 -0.263 0.199 -0.126 0.249 -0.443 0.092 0.344

***

Entry 4:
ORCA calculation (ωB97M-V/def2-TZVPD) on an isolated ion of composition C5H8N and charge +1 in a non-equilibrium geometry.

The geometry in ORCA input format:
```
! wB97M-V def2-TZVPD RIJCOSX def2/J DEFGRID3
* xyz 1 1
C -0.2978 -2.6026 -0.0323
H -2.8781 0.4956 0.7348
H 2.3084 1.0908 0.1915
C 0.5730 -0.0606 -0.5083
C -2.0058 0.5546 -0.1113
N 1.9290 0.1008 0.0784
H -1.8460 1.7153 -0.1030
H 0.6607 0.1116 -1.6115
C -0.0210 -1.3686 0.0000
H 2.1561 -0.3283 0.9723
H -2.2139 0.1432 -1.0779
H 2.6638 -0.2826 -0.4612
H -0.3804 0.3612 1.5438
C -0.6481 0.0696 0.3848
*
```

Calculated values
Relative energy (zero: lowest compared OMol25 entry of this formula, charge and spin): 6.436 eV
Calculated total energy: -249.5886 Ha
HOMO level: -14.5 eV
Lowest unoccupied orbital energy: -0.172 Ha

In elementary charge units, the Mulliken charges are: -0.185 0.320 0.384 -0.225 -1.038 -0.351 0.297 0.341 0.004 0.407 0.326 0.361 0.267 0.091

***

Entry 5:
ORCA calculation (ωB97M-V/def2-TZVPD) on the molecule C6H12O.

The geometry in ORCA input format:
```
! wB97M-V def2-TZVPD RIJCOSX def2/J DEFGRID3
* xyz 0 1
C 0.0995 1.0260 -0.5831
H -0.5734 -1.5907 0.0122
H 1.9940 0.1142 -0.0094
H -1.4642 2.8687 -0.9144
H 1.3403 0.5673 -2.4069
H 1.4544 -1.1642 2.2905
H -0.1275 -0.4870 -2.1951
O -2.0622 2.1189 -0.8360
H 1.0383 -2.2721 0.0401
C 0.4478 -1.3410 1.8930
C -1.3565 1.0756 -0.1898
H -1.4311 1.1648 0.9052
C 0.5939 0.1758 -1.7205
H -1.8695 0.1490 -0.4635
C 0.9816 -0.1595 -0.3049
H 0.6043 1.9828 -0.4591
H -0.2010 -0.5378 2.2607
H 0.0837 -2.2837 2.3152
C 0.4477 -1.4071 0.3657
*
```

Calculated values
Relative energy (zero: lowest compared OMol25 entry of this formula, charge and spin): 1.224 eV
Calculated total energy: -311.0143 Ha
SMILES: CC[C@H]1C[C@H]1CO
HOMO level: -10.0 eV
Lowest unoccupied orbital energy: 0.038 Ha

In elementary charge units, the Mulliken charges are: 0.087 0.250 0.397 0.331 0.281 0.307 0.227 -0.518 0.353 -1.125 -0.479 0.186 -0.835 0.179 -0.048 0.364 0.249 0.357 -0.563

***

Entry 6:
ORCA calculation (ωB97M-V/def2-TZVPD) on a 2-piece molecular cluster, C4H8NS overall in a non-equilibrium geometry.

The geometry in ORCA input format:
```
! wB97M-V def2-TZVPD RIJCOSX def2/J DEFGRID3
* xyz 1 1
C 3.1837 0.8263 0.1687
H -1.3664 -1.0933 0.6390
H -2.1648 2.5976 0.1384
C -0.5511 -0.6987 -0.1217
H -2.1299 1.2057 1.2825
S -0.5948 0.8660 -0.5302
H -0.0356 -2.5234 -1.0180
H 4.2431 1.2258 0.3112
N 2.1038 0.4456 0.1834
C -2.1093 1.4563 0.2894
H -2.9700 0.8538 0.0028
C 0.4539 -1.7077 -0.4498
H 0.9185 -2.0210 0.4193
H 1.0187 -1.4329 -1.3150
*
```

Calculated values
Relative energy (zero: lowest compared OMol25 entry of this formula, charge and spin): 1.783 eV
Calculated total energy: -609.8044 Ha
HOMO level: -15.7 eV
Lowest unoccupied orbital energy: -0.202 Ha

In elementary charge units, the Mulliken charges are: -0.066 0.308 0.336 0.302 0.398 0.300 0.403 0.321 -0.280 -0.983 0.391 -1.170 0.356 0.383